Version P
# C4H11N2O

A gas-phase ion, C4H11N2O (charge -1) (ωB97M-V with the def2-TZVPD basis set, the Open Molecules 2025 dataset).

ORCA input file:
```
! RIJCOSX wB97M-V def2-TZVPD def2/J DEFGRID3
* xyz -1 1
C -0.7014 1.7789 -0.8405
O -0.0747 2.6755 -0.1157
C 0.0857 0.3854 -0.9353
C 0.1833 -0.1861 0.4907
C -0.1043 -1.6864 0.6487
N -0.4712 -2.0536 2.0351
N 1.4383 0.6671 -1.4421
H -0.8077 2.0311 -1.9606
H -1.7286 1.4945 -0.4720
H -0.3868 -0.3572 -1.5855
H 1.2089 -0.0156 0.8431
H -0.4047 0.3917 1.2069
H -0.9348 -1.9788 0.0043
H 0.7950 -2.2448 0.4045
H -1.4163 -1.7329 2.2376
H 0.1855 -1.6347 2.6897
H 1.3017 1.0740 -2.3612
H 1.8324 1.3919 -0.8477
*
```

Summary:
Orbital gap = 6.7 eV
Structure (SMILES) = NCC[C@H](N)C[O-]
Molar mass = 103.1 g/mol
E_HOMO = -2.54 eV
LUMO = 4.16 eV

Here are the Löwdin charges for atoms 1 to 4, given in e: number 1, C, carries -0.562; number 2, O, carries -0.319; number 3, C, carries -0.406; number 4, C, carries -0.202

Version Q
# C4H11N2O

A gas-phase ion, C4H11N2O (charge -1) (ωB97M-V with the def2-TZVPD basis set, the Open Molecules 2025 dataset).

ORCA input file:
```
! RIJCOSX wB97M-V def2-TZVPD def2/J DEFGRID3
* xyz -1 1
C -0.8918 1.1795 -0.2746
C 0.9447 0.5645 1.3358
C 0.8778 -0.3104 -0.9879
C -0.0323 0.1086 0.2497
N -1.6382 -1.7731 0.0018
N -0.6718 -1.0663 0.8649
O 0.4779 -2.1063 1.2261
H -1.4825 0.9022 -1.1418
H -1.5442 1.5655 0.4807
H -0.1894 2.0031 -0.4588
H 0.6379 0.9393 2.3334
H 1.8583 1.0558 1.0143
H 1.2782 -0.3731 1.8052
H 1.2916 -1.2142 -0.7544
H 0.3127 -0.6406 -1.7930
H 1.4366 0.5450 -1.3310
H -1.0109 -2.5702 -0.3033
H -2.2633 -2.3154 0.6168
*
```

Summary:
Orbital gap = 6.4 eV
Structure (SMILES) = CC(C)(C)N(N)[O-]
Molar mass = 103.1 g/mol
E_HOMO = -2.31 eV
LUMO = 4.10 eV

Here are the Löwdin charges for atoms 1 to 4, given in e: number 1, C, carries -0.095; number 2, C, carries -0.098; number 3, C, carries -0.063; number 4, C, carries -0.627

Most stable of them? version P.

Version P
# C2H17N2O4

5 unconnected molecules or ions with the total composition C2H17N2O4 (ωB97M-V with the def2-TZVPD basis set, the Open Molecules 2025 dataset).

ORCA input file:
```
! RIJCOSX wB97M-V def2-TZVPD def2/J DEFGRID3
* xyz 1 1
N 0.4349 -0.7419 0.8296
C 1.7945 -0.1248 0.5928
C 1.6956 0.7752 -0.6534
N 3.0498 1.1192 -1.0544
H 0.5487 -1.6018 1.3667
H -0.2430 -0.1753 1.3722
H 0.0238 -1.0481 -0.0553
H 1.9948 0.4575 1.4855
H 2.4715 -0.9048 0.2823
H 1.1646 0.1825 -1.3997
H 1.0659 1.6279 -0.4664
H 3.1238 1.2633 -2.0423
H 3.3830 1.9364 -0.5589
H -1.9190 -2.8730 0.2582
H -0.9938 -4.0833 0.1210
O -0.9905 -3.1293 0.2552
H -1.9067 -0.0225 -2.7270
H -2.9202 -0.9083 -1.9964
O -2.0847 -0.4456 -1.8807
H -2.4087 -0.6812 2.5526
H -2.0241 0.7830 2.6042
O -1.6422 -0.1027 2.6744
H -1.0585 3.5794 -0.2412
H -0.8282 3.1299 -1.6225
O -0.9006 2.7599 -0.7309
*
```

Summary:
Orbital gap = 9.8 eV
Molar mass = 133.2 g/mol
E_HOMO = -12.62 eV
LUMO = -2.85 eV

Here are the Löwdin charges for atoms 1 to 4, given in e: number 1, N, carries 0.163; number 2, C, carries -0.114; number 3, C, carries -0.276; number 4, N, carries 0.016

Version Q
# C2H17N2O4

5 unconnected molecules or ions with the total composition C2H17N2O4 (ωB97M-V with the def2-TZVPD basis set, the Open Molecules 2025 dataset).

ORCA input file:
```
! RIJCOSX wB97M-V def2-TZVPD def2/J DEFGRID3
* xyz 1 1
C -1.8733 0.3149 0.3316
N -3.2788 0.2386 0.6428
C -1.0099 -0.5760 1.4106
N 0.4871 -0.2585 0.9999
H -1.6387 1.3141 0.4973
H -1.7245 -0.0700 -0.6739
H -3.4519 -0.2145 1.5493
H -3.9903 -0.2320 0.0777
H -1.2118 -1.6963 1.3435
H -1.1449 -0.2469 2.5073
H 0.6667 -0.3499 0.0304
H 0.8639 0.6497 1.2751
H 1.1186 -1.0096 1.4535
H 0.6068 2.8304 2.2276
H -0.7685 2.3650 2.5903
O 0.0222 2.0566 2.1593
H 4.1450 0.3356 0.5546
H 3.0269 -0.2224 -0.5565
O 3.2138 0.1799 0.2612
H 0.0744 -2.0548 -3.9840
H 1.2134 -1.2849 -4.6791
O 0.6136 -1.2983 -3.9257
H 1.3522 -0.8208 -2.4789
H 1.2810 0.4692 -1.9603
O 1.4071 -0.4193 -1.6535
*
```

Summary:
Orbital gap = 9.8 eV
Molar mass = 133.2 g/mol
E_HOMO = -12.43 eV
LUMO = -2.58 eV

Here are the Löwdin charges for atoms 1 to 4, given in e: number 1, C, carries -0.245; number 2, N, carries -0.025; number 3, C, carries -0.070; number 4, N, carries 0.133

Most stable of them? version P.

Version P
# C4H4O2

C4H4O2 in the gas phase (ωB97M-V with the def2-TZVPD basis set, the Open Molecules 2025 dataset).

ORCA input file:
```
! RIJCOSX wB97M-V def2-TZVPD def2/J DEFGRID3
* xyz 0 1
O -1.9681 -0.7319 -0.0905
C -1.3033 0.4676 -0.3463
C 0.1295 0.3898 -0.7440
O 0.5864 -0.9003 -0.7285
C 1.4658 -0.1547 0.0819
C 2.3540 -0.0052 0.9037
H -1.2908 -1.4170 0.0067
H -1.3406 1.1614 0.5109
H -1.7888 0.9974 -1.1776
H 3.1559 0.1929 1.5838
*
```

Summary:
Orbital gap (spin up / spin down) = 7.8 / 7.9 eV
Molar mass = 84.1 g/mol
E_HOMO (spin up / spin down) = -8.67 / -8.53 eV
LUMO (spin up / spin down) = -0.90 / -0.61 eV

Here are the Löwdin charges for atoms 1 to 4, given in e: number 1, O, carries -0.037; number 2, C, carries -0.262; number 3, C, carries -0.022; number 4, O, carries 0.037

Version Q
# C4H4O2

2 unconnected molecules or ions with the total composition C4H4O2 (ωB97M-V with the def2-TZVPD basis set, the Open Molecules 2025 dataset).

ORCA input file:
```
! RIJCOSX wB97M-V def2-TZVPD def2/J DEFGRID3
* xyz 0 1
C -1.4221 0.1772 -0.8011
C -0.2981 0.5901 -0.6851
C -0.3546 -1.6981 1.3295
C 1.0507 1.0279 -0.4602
O 0.7555 -1.7128 1.0314
O -1.4760 -1.8086 1.5744
H -2.4516 -0.0662 -0.7769
H 1.7192 0.5619 -1.3210
H 1.3007 0.7634 0.5999
H 1.1762 2.1651 -0.4909
*
```

Summary:
Orbital gap = 10.8 eV
Structure (SMILES) = O=C=O.C#CC
Molar mass = 84.1 g/mol
E_HOMO = -10.11 eV
LUMO = 0.67 eV

Here are the Löwdin charges for atoms 1 to 4, given in e: number 1, C, carries 0.094; number 2, C, carries -0.244; number 3, C, carries -0.454; number 4, C, carries -0.134

Most stable of them? version Q.

Version P
# C4H4O2

C4H4O2 in the gas phase (ωB97M-V with the def2-TZVPD basis set, the Open Molecules 2025 dataset).

ORCA input file:
```
! RIJCOSX wB97M-V def2-TZVPD def2/J DEFGRID3
* xyz 0 1
O 1.1054 1.1895 1.2006
C -0.0504 0.4803 0.9081
C -1.0022 0.7957 -0.1922
O -1.5451 1.6698 -0.8165
C -0.2909 -0.4617 -0.2783
C 0.1799 -1.5406 -0.8821
H 1.2794 1.8076 0.4789
H -0.4752 0.0561 1.8194
H 1.1030 -1.9748 -0.5086
H -0.3040 -2.0220 -1.7293
*
```

Summary:
Orbital gap = 9.1 eV
Structure (SMILES) = C=C1C(=O)[C@@H]1O
Molar mass = 84.1 g/mol
E_HOMO = -9.62 eV
LUMO = -0.52 eV

Here are the Löwdin charges for atoms 1 to 4, given in e: number 1, O, carries 0.020; number 2, C, carries -0.238; number 3, C, carries -0.302; number 4, O, carries 0.124

Version Q
# C4H4O2

C4H4O2 in the gas phase (ωB97M-V with the def2-TZVPD basis set, the Open Molecules 2025 dataset).

ORCA input file:
```
! RIJCOSX wB97M-V def2-TZVPD def2/J DEFGRID3
* xyz 0 1
O -2.3126 -0.6469 1.3671
C -1.2990 -0.3995 0.7777
O -1.1418 0.7559 0.0878
C 0.0762 1.0595 -0.6149
C 1.0773 -0.0034 -0.4737
C 1.6594 -1.0117 -0.1671
H -0.4228 -1.0550 0.7403
H -0.1864 1.2254 -1.6676
H 0.4506 2.0049 -0.2055
H 2.0991 -1.9292 0.1559
*
```

Summary:
Orbital gap = 11.0 eV
Structure (SMILES) = C#CCOC=O
Molar mass = 84.1 g/mol
E_HOMO = -10.25 eV
LUMO = 0.79 eV

Here are the Löwdin charges for atoms 1 to 4, given in e: number 1, O, carries 0.087; number 2, C, carries -0.334; number 3, O, carries -0.011; number 4, C, carries -0.173

Most stable of them? version Q.